Entry 1:
{"formula": "C34H78F4N8O12S4", "method": "the ωB97M-V functional and the def2-TZVPD basis", "total_charge": 4, "e_tot_ev": -127178.2437, "elements": ["S", "S", "S", "S", "F", "F", "F", "F", "O", "O", "O", "O", "O", "O", "O", "O", "O", "O", "O", "O", "N", "N", "N", "N", "N", "N", "N", "N", "C", "C", "C", "C", "C", "C", "C", "C", "C", "C", "C", "C", "C", "C", "C", "C", "C", "C", "C", "C", "C", "C", "C", "C", "C", "C", "C", "C", "C", "C", "C", "C", "C", "C", "H", "H", "H", "H", "H", "H", "H", "H", "H", "H", "H", "H", "H", "H", "H", "H", "H", "H", "H", "H", "H", "H", "H", "H", "H", "H", "H", "H", "H", "H", "H", "H", "H", "H", "H", "H", "H", "H", "H", "H", "H", "H", "H", "H", "H", "H", "H", "H", "H", "H", "H", "H", "H", "H", "H", "H", "H", "H", "H", "H", "H", "H", "H", "H", "H", "H", "H", "H", "H", "H", "H", "H", "H", "H", "H", "H", "H", "H"], "coordinates": [[0.83835, 0.18865, -0.32238], [-4.74096, -2.43179, -2.58430], [-1.50699, -0.06389, -0.10283], [-4.93423, -4.16343, -4.16770], [-4.27475, -2.48556, -1.06161], [1.71242, 0.47640, -1.60709], [-2.83834, 0.91563, -0.36036], [-4.41488, -5.70990, -4.31918], [-1.42227, -0.04336, 1.37272], [4.25669, 3.55985, 0.64573], [-3.74494, -1.58833, -3.20655], [-3.05921, -7.87648, -0.55502], [-1.95449, -1.28801, -0.77952], [1.92160, 3.67550, 4.29251], [-6.36970, -4.21324, -4.50953], [1.55994, 0.93296, 0.73936], [1.00531, -1.25103, -0.22217], [-3.44846, 3.32170, -1.79008], [-6.07021, -1.94668, -2.46350], [-4.13150, -3.45913, -5.12619], [5.70138, 1.86577, -0.30097], [-0.65134, 0.85818, -0.81137], [0.09587, -2.90454, -4.05259], [-4.50395, -4.09081, -2.74825], [1.71715, -0.13148, 6.41859], [-2.78293, -5.57358, -1.23799], [-0.47081, 3.73941, 4.02712], [-2.18702, 3.20784, -2.37014], [3.47356, -4.03533, -2.31770], [-2.80581, 3.42553, -4.77143], [0.87062, 4.28869, 4.54408], [1.98980, -1.44394, 7.26233], [-1.28797, 4.23616, -0.34235], [1.40223, 0.98004, 7.44849], [0.49188, -0.45375, 5.45291], [2.41871, 1.25116, 8.53349], [-0.00140, -1.13466, -5.81869], [-0.83144, -2.90615, -2.81224], [5.08731, 1.68733, -1.66719], [2.63926, -0.67920, 4.15126], [2.00134, 2.50716, 9.30734], [-0.65696, 2.40171, -4.19963], [-2.78163, 1.11409, -3.69009], [-0.73786, -3.34586, -5.25589], [-1.10217, -2.08229, -5.96183], [-5.11657, -6.68839, -1.05324], [0.09827, 4.00458, -2.39698], [0.30654, 3.61671, -3.92219], [4.62613, 1.65291, 2.00837], [0.70540, 5.44036, 5.56664], [-0.30435, 2.65033, 2.86443], [-1.33413, 4.33717, -1.86996], [-1.79847, 5.76485, -2.33411], [1.14285, -1.16403, 4.19682], [-3.62194, -6.82624, -0.90680], [4.73273, 2.44882, 0.76858], [0.67642, -1.50428, -4.48223], [2.12848, -3.35034, -2.56280], [1.25619, -3.86073, -3.78910], [-2.29631, -4.77320, 0.06839], [2.83128, 0.21939, 5.45654], [-2.13104, 2.53962, -3.72502], [-1.57916, -4.01299, -0.24122], [-3.32529, -4.97779, -1.84707], [-0.10929, 1.65690, 3.26833], [-3.80395, 0.92959, -3.36006], [3.39881, -5.09588, -2.55800], [2.10056, -2.23868, 6.52462], [-1.36318, -3.85469, -2.73723], [-2.77541, 6.03202, -1.93124], [0.78637, 6.43378, 5.12543], [-3.15914, -4.42747, 0.63769], [0.20986, 0.56626, 5.19185], [3.41136, 1.43894, 8.12423], [1.39554, 5.36470, 6.40693], [1.21856, 1.87793, 6.85844], [-2.00047, -5.93859, -1.76203], [-0.45627, -0.14838, -5.72671], [1.72138, -1.77313, -4.63676], [-1.23208, 6.62327, -1.97296], [-1.98805, -1.66322, -5.48464], [-3.82490, 3.59676, -4.42467], [0.41067, 3.08918, 2.16854], [-0.53831, 2.18147, -5.26054], [3.31032, -1.53805, 4.13845], [4.39557, 0.85070, -1.56904], [0.82953, 4.73158, -2.04366], [0.66417, -0.99360, 3.23249], [2.37061, 0.41107, 9.22634], [-2.18575, 4.30314, -4.95428], [-0.92942, 3.26049, -0.01431], [1.76945, -3.96654, -4.74486], [-2.26985, 4.41976, 0.09388], [-0.29883, -2.67993, -1.88852], [1.10332, -1.63600, 7.86678], [1.11839, 2.20571, 9.87092], [-0.57725, 4.91710, 0.12594], [-1.23983, 2.67149, 2.30539], [-2.57408, 0.58712, -4.62139], [6.51053, 2.47008, -0.31518], [4.26059, -3.58727, -2.92427], [0.01369, 4.47222, -4.53083], [1.77619, 3.36355, 8.67173], [-0.08211, -3.95492, -5.87809], [3.81408, 2.06393, 2.60815], [-0.23467, -0.94653, 6.09896], [-2.87207, 2.95888, -5.75425], [3.73227, -3.92538, -1.26457], [-5.48378, -5.72089, -0.71089], [-1.58284, -3.89377, -4.83888], [-0.28904, 5.48179, 6.01101], [0.69990, -1.19797, -6.65071], [0.45201, -0.91677, -3.59196], [-1.03077, 4.48518, 3.63934], [1.10630, -2.23925, 4.37197], [1.50480, -3.51648, -1.68443], [-1.50385, -2.10337, -3.11475], [-1.92517, 5.74359, -3.41651], [5.90193, 1.37524, -2.32072], [5.42693, 1.72390, 2.74443], [-1.72088, -5.43304, 0.71770], [1.33089, 3.51476, -4.28056], [6.07866, 0.95606, -0.07694], [-5.66725, -7.38994, -0.42659], [0.55638, 0.64308, 8.04774], [-2.17646, 0.42713, -3.09852], [4.78971, 2.66729, -2.04030], [2.28587, -2.27266, -2.51875], [0.38644, 3.11325, -1.83967], [-0.24669, 1.60079, -3.58455], [2.91320, -1.28071, 7.81803], [2.84600, -0.14356, 3.22474], [2.69598, 2.95427, 10.01845], [0.81275, -4.85212, -3.69627], [-1.18902, -2.36893, -7.00987], [-5.32852, -6.73152, -2.12157], [4.46627, 0.59055, 1.82413], [2.71857, 1.27132, 5.19418], [3.81269, 0.22893, 5.93071], [-0.91651, 3.32663, 4.83400]]}

Entry 2:
{"formula": "C10H11BO2", "method": "the ωB97M-V functional and the def2-TZVPD basis", "de_lowest_kj_mol": 269.6, "total_charge": 0, "smiles": "OB1[C@@H](O)c2ccccc2[C@H]2C[C@@H]12", "elements": ["O", "O", "C", "C", "C", "C", "C", "C", "C", "C", "C", "C", "B", "H", "H", "H", "H", "H", "H", "H", "H", "H", "H", "H"], "coordinates": [[3.18543, -0.79541, -1.01480], [1.08811, -1.82218, 1.27315], [1.31703, 1.77304, 1.06014], [0.94644, -1.27043, -0.08490], [-1.53558, -1.47734, -0.13665], [0.55799, 1.75247, -0.21876], [-0.58841, 0.73181, -0.20724], [-0.41706, -0.66032, -0.11266], [-1.92851, 1.13132, -0.13658], [-2.86026, -1.04827, -0.27540], [-3.06735, 0.30041, -0.17401], [2.01188, 1.31169, -0.18674], [2.13670, -0.24417, -0.37968], [3.34189, -1.77295, -1.06366], [-1.44169, -2.48224, -0.16301], [-2.27682, 2.20838, -0.24944], [0.52170, -2.61199, 1.43297], [-3.67107, -1.87291, -0.46667], [-4.00632, 0.66945, -0.16896], [2.65543, 2.08473, -0.47902], [1.12998, 0.92490, 1.67006], [1.74119, 2.75104, 1.41043], [0.92232, -2.20484, -0.66916], [0.23701, 2.62379, -0.65943]]}

Entry 3:
{"formula": "C4H6S2", "method": "the ωB97M-V functional and the def2-TZVPD basis", "de_lowest_kj_mol": 435.4, "total_charge": 0, "elements": ["S", "S", "C", "C", "C", "C", "H", "H", "H", "H", "H", "H"], "coordinates": [[1.83187, -1.15181, -0.65724], [0.20174, 2.19026, 1.85417], [0.42182, -0.81741, -1.54331], [0.24050, -0.27847, -0.13044], [0.26891, 1.29812, 0.14647], [-0.75812, -0.95228, 0.75843], [0.40933, -0.42665, -2.50558], [-0.79307, 1.43273, -0.34242], [-0.74966, -0.36682, 1.59981], [1.10752, 1.88169, -0.22510], [-1.78250, -0.84509, 0.14973], [-0.39834, -1.96429, 0.89550]]}